Density functional theory data (the ωB97M-V functional and the def2-TZVPD basis) for a 5-piece molecular cluster, C22H55N5O6 overall at a distorted geometry.

XYZ file:
```
88
C22H55N5O6 the ωB97M-V functional and the def2-TZVPD basis
H -0.625 2.701 -0.094
N -0.539 1.762 -0.546
C -0.323 1.969 -1.886
N -0.108 0.723 -2.772
N -0.230 3.302 -2.594
C -1.390 4.228 -2.288
C -2.807 3.817 -3.010
C -3.757 2.910 -1.994
C -3.765 1.299 -2.377
N -5.014 0.569 -1.917
C -4.970 -0.829 -2.554
O -6.146 -1.390 -2.850
O -3.711 -1.548 -2.860
N -3.397 -1.442 -4.176
H -0.040 1.029 -3.789
H 0.807 0.264 -2.479
H 0.701 3.760 -2.484
H -1.586 4.396 -1.136
H -1.090 5.290 -2.720
H -2.650 3.309 -4.062
H -3.396 4.841 -3.182
H -4.869 3.317 -1.941
H -3.306 3.076 -0.903
H -2.845 0.775 -1.833
H -3.652 1.228 -3.556
H -4.964 0.439 -0.876
H -2.844 -2.296 -4.467
H -2.751 -0.628 -4.353
C 0.879 -0.054 2.745
C 1.805 0.912 2.028
O 2.547 1.749 2.909
C 3.420 1.094 3.826
C 4.498 0.263 3.151
H 0.195 0.485 3.408
H 0.290 -0.628 2.023
H 1.435 -0.767 3.362
H 1.199 1.577 1.403
H 2.480 0.381 1.350
H 2.841 0.491 4.534
H 3.901 1.879 4.415
H 4.071 -0.562 2.574
H 5.174 -0.166 3.898
H 5.081 0.878 2.459
C 1.988 4.916 1.232
C 1.031 5.568 0.250
O -0.222 5.922 0.825
C -0.188 6.856 1.902
C 0.409 8.201 1.521
H 1.528 4.036 1.693
H 2.907 4.609 0.725
H 2.265 5.598 2.041
H 0.815 4.853 -0.552
H 1.489 6.439 -0.228
H 0.332 6.422 2.763
H -1.224 7.010 2.216
H 1.459 8.109 1.231
H 0.355 8.896 2.365
H -0.128 8.633 0.671
C -0.771 -3.203 -1.935
C 0.263 -3.182 -3.047
O 1.605 -3.107 -2.576
C 2.050 -4.180 -1.749
C 2.000 -5.536 -2.434
H -0.654 -2.333 -1.282
H -1.782 -3.199 -2.352
H -0.673 -4.095 -1.308
H 0.097 -2.289 -3.659
H 0.142 -4.040 -3.715
H 1.489 -4.191 -0.809
H 3.088 -3.960 -1.484
H 0.976 -5.821 -2.690
H 2.409 -6.311 -1.777
H 2.577 -5.519 -3.363
C 0.758 -6.950 4.253
C 1.241 -5.688 3.561
O 1.345 -5.819 2.147
C 0.143 -6.126 1.445
C -0.944 -5.078 1.614
H 1.403 -7.799 4.006
H 0.755 -6.814 5.339
H -0.259 -7.216 3.948
H 2.246 -5.453 3.927
H 0.610 -4.831 3.817
H -0.218 -7.120 1.729
H 0.406 -6.188 0.386
H -1.271 -4.999 2.655
H -1.819 -5.333 1.008
H -0.579 -4.092 1.312
```

The LUMO energy is 0.47 eV. The HOMO-LUMO gap is 9.88 eV. Its net charge is 0. The highest occupied orbital energy comes out at -9.411 eV. Its molecular weight is 485.711 g mol⁻¹.